No. 1
The following is a DFT calculation (ωB97M-V/def2-TZVPD) of an isolated ion of composition C6H7ClN3O and charge +1 at a distorted geometry.

## Properties
**Net charge**: +1
**Gap between HOMO and LUMO (spin up / spin down)**: 7.34 / 6.54 eV
**Relative energy (zero: lowest compared OMol25 entry of this formula, charge and spin)**: 25.70 kcal/mol
**Molar mass**: 172.595 g/mol
**Multiplicity**: 1
**SMILES**: C/C1=N/C=C(Cl)\N=C/[NH+]=C\O1

Each line ends with the natural charge from an NBO analysis.
Geometry (Å):
1 H -0.6726 -2.1154 1.7829  0.246
2 C -1.8238 -0.7464 0.8211  0.137
3 N 0.5272 -0.5500 1.3348  -0.394
4 C 0.2061 -0.3948 -1.4981  0.402
5 H 2.8628 0.5683 2.0456  0.284
6 H 3.2847 0.6669 0.3222  0.257
7 Cl -3.1461 -1.8161 1.1223  0.100
8 H -1.1388 0.3893 -2.8772  0.452
9 N -0.9093 0.4644 -1.8585  -0.580
10 N -2.1648 0.3491 0.1038  -0.397
11 C 1.3310 0.0911 0.5887  0.624
12 C 2.5195 0.7845 1.0089  -0.689
13 H 0.4136 -1.0482 -2.3887  0.218
14 H 2.1865 1.8480 1.0777  0.268
15 O 1.1767 -0.0548 -0.7312  -0.420
16 C -1.8132 0.8907 -0.9732  0.311
17 C -0.6264 -1.1683 1.3053  -0.028
18 H -2.2135 1.8418 -1.1864  0.207

Atoms 1-6, force components in eV/Å:
H 0.191 -0.645 0.637
C -1.187 0.455 -2.317
N 1.756 1.852 0.799
C -3.149 0.652 -3.462
H -0.525 -0.348 -0.875
H 1.562 -0.006 -1.387

***

No. 2
The following is a DFT calculation (ωB97M-V/def2-TZVPD) of a 2-piece molecular cluster, C6H7ClNO2 overall at a distorted geometry.

## Properties
**Net charge**: -1
**Gap between HOMO and LUMO**: 8.02 eV
**Relative energy (zero: lowest compared OMol25 entry of this formula, charge and spin)**: 39.25 kcal/mol
**Molar mass**: 160.580 g/mol
**Multiplicity**: 1

Each line ends with the natural charge from an NBO analysis.
Geometry (Å):
1 O 2.7126 1.0930 -0.0170  -0.776
2 Cl 0.2902 1.0340 -2.9784  -0.026
3 H -0.5291 -0.4137 1.6221  0.182
4 C -0.0016 0.2527 -0.3413  -0.023
5 C 3.4824 -1.1187 -0.3444  0.082
6 C 0.3113 0.1918 1.1303  -0.640
7 H -2.1139 0.4733 -0.1113  0.200
8 C 2.2251 1.3679 -1.1600  0.699
9 C 0.8432 0.8349 -1.3412  -0.102
10 H 3.0213 -1.4418 0.8185  0.258
11 C -1.3940 -0.0688 -0.7030  -0.659
12 H -1.4730 0.2244 -1.7914  0.237
13 H 1.3653 -0.2237 1.3409  0.243
14 N 4.0359 -0.8772 -1.3922  -0.382
15 H -1.6177 -1.1432 -0.5665  0.199
16 H 0.3628 1.1947 1.7327  0.228
17 O 2.7485 2.0121 -2.1332  -0.720

Atoms 1-6, force components in eV/Å:
O -0.485 0.950 -0.623
Cl -0.341 -0.186 -0.305
H 1.332 0.576 -0.449
C 2.533 2.740 -2.286
C 1.541 -0.021 -1.293
C 0.904 -0.037 1.906

***

No. 3
The following is a DFT calculation (ωB97M-V/def2-TZVPD) of an isolated ion of composition C6H7ClNO2 and charge -1 at a distorted geometry.

## Properties
**Net charge**: -1
**Gap between HOMO and LUMO (spin up / spin down)**: 5.06 / 6.76 eV
**Molar mass**: 160.580 g/mol
**Multiplicity**: 3

Each line ends with the natural charge from an NBO analysis.
Geometry (Å):
1 N 0.3016 0.3500 0.4035  -0.121
2 H -3.1061 1.7731 0.1019  0.159
3 C 1.7224 -0.1622 0.2932  -0.244
4 C 0.8287 -0.3228 -2.3427  -0.080
5 H 1.9546 -0.3136 1.2690  0.210
6 H 0.9651 -2.4954 -2.1228  0.178
7 H -3.1775 0.1948 0.0716  0.160
8 C 1.2555 -1.5139 -1.7686  -0.442
9 C -0.3286 0.6168 -0.6657  0.483
10 H -2.1382 1.0697 1.1971  0.238
11 H 2.4627 0.6622 -0.2664  0.179
12 H 2.0807 -2.3353 0.0587  0.177
13 Cl -0.4391 -0.4733 -3.5485  -0.127
14 O -0.0864 0.6301 1.6711  -0.758
15 C -2.4903 0.9509 0.1963  -0.291
16 O -1.5465 1.0360 -0.8835  -0.510
17 C 1.7079 -1.4830 -0.4864  -0.211

Atoms 1-6, force components in eV/Å:
N 0.879 0.570 1.283
H -1.333 2.299 -0.654
C -0.309 1.212 -4.638
C -1.113 -0.668 0.688
H 1.065 -0.249 2.784
H 0.027 -0.192 -0.652

***

No. 4
The following is a DFT calculation (ωB97M-V/def2-TZVPD) of a single C6H7ClO molecule.

## Properties
**Gap between HOMO and LUMO**: 10.51 eV
**Relative energy (zero: lowest compared OMol25 entry of this formula, charge and spin)**: 34.58 kcal/mol
**Molar mass**: 130.574 g/mol
**Multiplicity**: 1
**SMILES**: CC1=C[C@H]2O[C@H]2[C@@H]1Cl

Each line ends with the natural charge from an NBO analysis.
Geometry (Å):
1 H 1.2567 1.5855 -1.1079  0.221
2 C -0.3005 0.5669 -0.0190  0.045
3 O 1.9253 -1.0463 0.7116  -0.472
4 H 0.7499 -2.6507 -0.0909  0.209
5 Cl -1.9323 -1.6111 -0.2853  -0.065
6 H -1.0236 2.5838 -0.1748  0.224
7 C -0.5061 -0.8514 0.4907  -0.241
8 H -0.6955 -0.8726 1.5665  0.235
9 C 0.8646 0.6667 -0.6694  -0.225
10 C 0.7723 -1.5837 0.0933  0.040
11 C -1.3111 1.6328 0.2775  -0.649
12 H -2.2975 1.3432 -0.1233  0.233
13 C 1.6086 -0.6225 -0.6260  0.019
14 H 2.3226 -0.8987 -1.4011  0.205
15 H -1.4334 1.7580 1.3581  0.224

Atoms 1-6, force components in eV/Å:
H -0.111 -0.308 0.113
C 0.060 -0.086 0.002
O 0.155 -0.024 0.130
H 0.027 0.022 0.024
Cl -0.042 -0.070 -0.051
H -0.012 -0.069 0.125

***

No. 5
The following is a DFT calculation (ωB97M-V/def2-TZVPD) of a single C6H7ClS molecule at a distorted geometry.

## Properties
**Gap between HOMO and LUMO**: 10.00 eV
**Relative energy (zero: lowest compared OMol25 entry of this formula, charge and spin)**: 55.79 kcal/mol
**Molar mass**: 146.642 g/mol
**Multiplicity**: 1
**SMILES**: C#C[C@H]1[C@@H](S)C[C@@H]1Cl

Each line ends with the natural charge from an NBO analysis.
Geometry (Å):
1 C -0.5267 -1.1658 0.9133  -0.402
2 H 2.5479 -1.2112 -1.5133  0.136
3 H 1.3337 3.8232 0.1580  0.260
4 H -0.0364 -0.8521 1.8994  0.224
5 H -1.5955 0.7675 1.1540  0.231
6 H 0.0678 -1.7578 -1.0522  0.233
7 C 0.5222 1.6329 -0.1890  -0.031
8 S 2.2227 -1.2770 -0.1821  -0.003
9 C -1.3642 0.0040 0.4518  -0.200
10 Cl -2.7879 -0.5169 -0.4347  -0.038
11 C 0.9132 2.7675 0.0506  -0.220
12 H -0.5559 0.5667 -1.5094  0.257
13 C -0.2060 0.4072 -0.4493  -0.331
14 H -0.9938 -2.1826 1.0010  0.233
15 C 0.4590 -1.0055 -0.2979  -0.347

Atoms 1-6, force components in eV/Å:
C 1.545 -1.306 2.152
H -0.462 -0.012 0.710
H -0.903 -2.349 -0.143
H -0.530 -0.690 -1.208
H -0.596 0.287 0.694
H 0.400 1.373 0.467

***

No. 6
The following is a DFT calculation (ωB97M-V/def2-TZVPD) of C6H7CrLiO6 as an isolated structure at a distorted geometry.

## Properties
**Net charge**: +2
**Gap between HOMO and LUMO (spin up / spin down)**: 5.68 / 6.15 eV
**Relative energy (zero: lowest compared OMol25 entry of this formula, charge and spin)**: 152.75 kcal/mol
**Molar mass**: 234.053 g/mol
**Multiplicity**: 5

Each line ends with the natural charge from an NBO analysis.
Geometry (Å):
1 Li -5.5461 -0.1169 -1.2911  0.974
2 H 2.0303 -2.3884 0.2354  0.259
3 H -2.2448 1.0426 1.0819  0.291
4 H 0.5364 1.0598 1.5986  0.256
5 Cr 2.3778 2.2807 -1.4587  1.596
6 O 0.6883 -0.8871 -0.2316  -0.490
7 O -4.1152 -1.3595 -0.4975  -0.707
8 C 2.8927 -0.3976 0.3624  -0.102
9 H 2.2754 -1.5532 -1.3590  0.212
10 C -0.0009 0.4619 0.8327  -0.294
11 C -3.4252 -0.3443 -0.5644  0.941
12 O -2.0899 -0.5299 -0.0062  -0.493
13 O 0.6250 1.6407 -1.2124  -0.702
14 H -0.7925 0.5205 1.9524  0.446
15 H 2.8646 -0.4545 1.4569  0.226
16 H 3.9226 -0.4126 -0.0027  0.238
17 O -3.7594 0.8070 -0.8481  -0.765
18 C -1.4531 0.4454 0.5974  0.119
19 O 2.2926 0.8619 -0.0071  -0.615
20 C 1.9994 -1.4333 -0.3016  -0.119
21 C 0.9219 0.7567 -0.3374  0.729

Atoms 1-6, force components in eV/Å:
Li 0.394 -0.129 0.219
H 0.058 0.172 -0.275
H 1.064 0.933 0.600
H -1.120 1.327 0.436
Cr 0.067 0.190 -0.243
O 1.580 -0.385 -2.610

***

No. 7
The following is a DFT calculation (ωB97M-V/def2-TZVPD) of a 2-piece molecular cluster, C6H7F2I overall at a distorted geometry.

## Properties
**Gap between HOMO and LUMO (spin up / spin down)**: 6.21 / 7.76 eV
**Relative energy (zero: lowest compared OMol25 entry of this formula, charge and spin)**: 70.64 kcal/mol
**Molar mass**: 244.022 g/mol
**Multiplicity**: 1

Each line ends with the natural charge from an NBO analysis.
Geometry (Å):
1 C -0.7836 2.5287 -0.6736  -0.477
2 C -0.9555 -2.4702 0.2976  -0.651
3 H -0.7936 -2.3843 1.3174  0.216
4 H -0.3716 -1.1683 -1.3503  0.201
5 H -0.1881 3.4079 -0.9152  0.252
6 H -0.8688 0.0852 1.3664  0.233
7 C -0.6195 -1.0562 -0.3017  -0.025
8 I 2.4025 -1.1893 -0.0003  -0.016
9 F 2.6072 1.6846 -0.6471  -0.381
10 C -0.7408 0.1618 0.3248  -0.388
11 H -1.9597 -2.7792 0.1502  0.225
12 C 2.1015 0.9829 0.4194  0.495
13 C -0.5407 1.3608 -0.2677  0.211
14 H -1.8337 2.7542 -0.8914  0.234
15 H -0.3516 -3.1754 -0.2820  0.226
16 F 2.8963 1.2570 1.4535  -0.355

Atoms 1-6, force components in eV/Å:
C -1.232 2.732 -1.354
C 1.092 2.304 -2.316
H 0.668 -0.587 2.042
H -0.100 0.692 -0.110
H 0.602 -0.630 0.277
H -0.300 0.462 1.333

***

No. 8
The following is a DFT calculation (ωB97M-V/def2-TZVPD) of an isolated ion of composition C6H7FIN2 and charge +1 at a distorted geometry.

## Properties
**Net charge**: +1
**Gap between HOMO and LUMO (spin up / spin down)**: 7.25 / 7.25 eV
**Relative energy (zero: lowest compared OMol25 entry of this formula, charge and spin)**: 0.00 kcal/mol
**Molar mass**: 253.038 g/mol
**Multiplicity**: 1
**SMILES**: C=[n+]1cc(C)/c(=C(/F)I)[nH]1

Each line ends with the natural charge from an NBO analysis.
Geometry (Å):
1 H 0.4347 1.5613 -2.2413  0.440
2 H 0.3596 -0.5713 2.7046  0.254
3 H -1.4752 -0.4154 -3.3234  0.262
4 H 1.9678 0.1184 2.1785  0.268
5 C 0.3953 0.3092 0.7081  0.090
6 C -0.4807 -0.4780 0.0023  -0.084
7 C 1.4701 2.6134 -0.2272  0.323
8 C 0.8483 0.2582 2.1058  -0.692
9 H -1.6851 -1.6154 -1.9870  0.229
10 C 0.7281 1.4629 -0.1564  -0.049
11 H -1.0052 -1.3804 0.3360  0.261
12 N 0.0874 1.1217 -1.3812  -0.390
13 I 2.8144 3.4618 1.2679  0.236
14 F 1.4568 3.2352 -1.3429  -0.296
15 C -1.2230 -0.6490 -2.2582  -0.076
16 N -0.6358 -0.0306 -1.3178  -0.054
17 H 0.6583 1.1970 2.7932  0.276

Atoms 1-6, force components in eV/Å:
H -0.780 -0.897 0.178
H 0.635 0.743 -0.946
H 1.042 0.782 1.265
H -1.148 0.034 -0.280
C -0.952 1.366 -0.593
C 0.975 -0.394 2.212

***

No. 9
The following is a DFT calculation (ωB97M-V/def2-TZVPD) of an isolated ion of composition C6H7FN5 and charge +1 at a distorted geometry.

## Properties
**Net charge**: +1
**Gap between HOMO and LUMO (spin up / spin down)**: 5.77 / 6.38 eV
**Relative energy (zero: lowest compared OMol25 entry of this formula, charge and spin)**: 103.97 kcal/mol
**Molar mass**: 168.155 g/mol
**Multiplicity**: 1

Each line ends with the natural charge from an NBO analysis.
Geometry (Å):
1 H -2.0576 -2.7380 0.0845  0.411
2 H 1.8271 2.1487 -0.8253  0.273
3 C 2.3785 1.5341 -0.1099  -0.433
4 H -1.8830 2.4202 -0.2316  0.199
5 C -1.8398 -0.7485 -0.1081  0.428
6 H 3.4179 1.4393 -0.3640  0.243
7 N -0.1951 1.3382 -0.1057  -0.486
8 C 0.3434 0.1745 -0.1840  0.334
9 N -2.3609 0.4471 -0.1349  -0.454
10 C 2.1909 -0.9576 0.1133  0.803
11 C -1.5027 1.4948 -0.1780  0.323
12 N -2.5818 -1.8198 -0.0223  -0.729
13 N 0.2284 -2.0905 0.1075  -0.458
14 F 3.4172 -1.3274 0.1895  -0.231
15 H -3.6092 -1.8213 -0.1383  0.446
16 H 2.2285 2.0736 0.8845  0.263
17 H 0.3654 -2.9040 -0.4518  0.416
18 N 1.7467 0.2203 -0.0293  -0.377
19 C -0.3736 -1.0238 -0.1759  0.029

Atoms 1-6, force components in eV/Å:
H -1.523 1.658 -0.212
H 0.194 -0.439 -0.054
C -0.040 1.547 1.447
H -1.375 3.264 -0.054
C 1.518 -0.163 0.310
H 0.376 -0.161 0.006

***

No. 10
The following is a DFT calculation (ωB97M-V/def2-TZVPD) of a 2-piece molecular cluster, C6H7FO overall at a distorted geometry.

## Properties
**Gap between HOMO and LUMO**: 10.14 eV
**Relative energy (zero: lowest compared OMol25 entry of this formula, charge and spin)**: 2.76 kcal/mol
**Molar mass**: 114.119 g/mol
**Multiplicity**: 1
**SMILES**: Fc1ccccc1.O

Each line ends with the natural charge from an NBO analysis.
Geometry (Å):
1 H -2.5533 0.5965 -0.4096  0.223
2 C -0.8203 1.4149 -1.5013  -0.291
3 H 2.3788 0.9473 -0.5254  0.230
4 H -1.2613 -0.1853 1.4382  0.212
5 H -0.3256 -3.1563 2.1571  0.468
6 C -1.4647 0.7347 -0.4467  -0.187
7 H 0.8318 -4.1820 1.9759  0.470
8 H 1.3341 -0.0448 1.3635  0.225
9 C 0.5212 1.5422 -1.4872  0.394
10 C 0.6527 0.3930 0.6223  -0.203
11 C -0.6958 0.2615 0.6098  -0.222
12 F 1.1862 2.2574 -2.5392  -0.353
13 O 0.2324 -3.5872 1.4707  -0.938
14 H -1.2995 2.0313 -2.2733  0.237
15 C 1.2835 0.9767 -0.4550  -0.263

Atoms 1-6, force components in eV/Å:
H 0.574 0.251 -0.199
C -1.552 0.899 -0.332
H -0.537 0.318 0.045
H 0.527 0.019 -0.272
H 0.617 -0.500 -0.714
C 0.262 0.404 -0.316

***

No. 11
The following is a DFT calculation (ωB97M-V/def2-TZVPD) of C6H7HgLiO6 as an isolated structure at a distorted geometry.

## Properties
**Net charge**: +1
**Gap between HOMO and LUMO (spin up / spin down)**: 6.28 / 8.59 eV
**Relative energy (zero: lowest compared OMol25 entry of this formula, charge and spin)**: 42.20 kcal/mol
**Molar mass**: 382.647 g/mol
**Multiplicity**: 2

Each line ends with the natural charge from an NBO analysis.
Geometry (Å):
1 O 0.3696 3.0929 -2.9966  -0.744
2 C 0.9728 -0.0284 -0.2015  -0.530
3 Hg -0.4932 -3.1883 -0.0207  0.827
4 H 0.6437 2.1074 -0.7759  0.218
5 H 1.2975 0.9146 0.5027  0.278
6 H -2.2035 -1.2317 2.3003  0.191
7 C 0.3616 1.9141 -3.3323  0.938
8 O -0.6646 -1.3194 -0.5236  -0.891
9 C 0.7095 1.0653 -1.1226  0.518
10 H -0.3543 -2.5203 3.2205  0.221
11 C -1.2902 -0.6559 2.5132  -0.106
12 O 0.9643 0.9465 -2.3733  -0.438
13 O -0.8875 0.0799 1.3624  -0.518
14 O 0.3667 -1.8132 1.4190  -0.608
15 O 0.0730 1.3884 -4.3981  -0.692
16 C -0.0953 -1.5647 2.7527  -0.104
17 H -1.4761 0.0489 3.3297  0.225
18 Li -0.5340 3.3203 -4.8567  0.974
19 C -0.1257 -0.7527 0.5533  0.747
20 H 1.6684 -0.7361 -0.6810  0.295
21 H 0.6972 -1.0676 3.3286  0.199

Atoms 1-6, force components in eV/Å:
O -0.531 0.098 0.405
C 1.922 4.250 1.450
Hg -1.048 -6.911 -1.182
H -1.244 -0.226 -0.109
H 1.186 -2.725 -0.219
H 0.196 0.165 0.038

***

No. 12
The following is a DFT calculation (ωB97M-V/def2-TZVPD) of a single C6H7IN2 molecule at a distorted geometry.

## Properties
**Gap between HOMO and LUMO**: 9.19 eV
**Relative energy (zero: lowest compared OMol25 entry of this formula, charge and spin)**: 5.86 kcal/mol
**Molar mass**: 234.040 g/mol
**Multiplicity**: 1
**SMILES**: C=C(I)c1ccnn1C

Each line ends with the natural charge from an NBO analysis.
Geometry (Å):
1 H -2.1785 -2.1533 -1.2661  0.232
2 H -0.7911 1.5090 2.3493  0.236
3 H -1.6506 -0.2985 -1.4295  0.216
4 C -0.7582 0.9310 1.3486  -0.420
5 H -1.2520 0.0101 1.6744  0.216
6 N 0.4605 0.6442 0.6898  -0.153
7 C 2.4292 0.8830 0.0191  -0.054
8 C -0.2935 -1.4998 -0.5227  -0.123
9 I 0.3381 -3.4958 0.0147  0.110
10 N 1.5486 1.4404 0.8129  -0.254
11 C 1.9821 -0.2107 -0.6259  -0.312
12 C -1.3867 -1.3618 -1.2103  -0.404
13 H -1.4847 1.4391 0.7962  0.203
14 H 2.4546 -1.0036 -1.2061  0.233
15 H 3.4783 1.1962 -0.1500  0.212
16 C 0.6507 -0.4237 -0.1275  0.062

Atoms 1-6, force components in eV/Å:
H 1.095 0.808 -0.489
H 1.318 -0.681 -1.653
H -0.039 -1.049 -0.197
C -1.357 -0.112 3.656
H 0.255 -0.223 -0.377
N 0.076 -0.122 0.284

***

- molar mass of number 5 (C6H7ClS)?
  146.642 g/mol

***

- Look up the multiplicity of the fifth one.
  1

***

- Among the records above, which one has the highest molar mass?
  C6H7HgLiO6

***

- Which of these has the highest multiplicity?
  C6H7CrLiO6